Formula: C5H8O
Source: the OMol25 dataset
Level of theory: ωB97M-V/def2-TZVPD

The geometry in XYZ format:
```
14
Properties=species:S:1:pos:R:3:lowdin_spin:R:1
C -1.67 -0.07 0.06 0.78
C -0.93 0.44 1.05 0.81
C -0.70 -0.04 -1.07 0.12
C 0.34 0.40 0.09 0.05
C 1.24 -0.84 0.46 0.04
O 0.88 1.63 -0.06 0.02
H -2.68 -0.44 0.11 0.04
H -0.85 0.66 2.01 0.06
H -0.41 -0.94 -1.59 0.02
H -1.04 0.76 -1.70 0.03
H 0.52 -1.54 0.86 0.01
H 2.04 -0.44 1.06 0.00
H 1.60 -1.36 -0.53 0.01
H 1.66 1.76 -0.75 0.00
```

Values from the calculation:
E_tot in hartree: -270.288936
2S+1: 3
<S²>: 2.01
Kohn-Sham gap (spin up / spin down) in eV: 6.0 / 7.8

Formula: C5H8O
Source: the OMol25 dataset
Level of theory: ωB97M-V/def2-TZVPD

The geometry in XYZ format:
```
14
Properties=species:S:1:pos:R:3:lowdin_spin:R:1
O 2.75 -0.77 -0.82 0.00
C 1.98 0.02 -0.34 0.00
C 0.52 -0.01 -0.67 0.01
C -0.46 0.14 0.46 0.10
C -1.85 0.42 0.18 0.29
C -2.85 0.19 1.12 0.48
H 2.45 0.83 0.25 0.00
H 0.34 0.60 -1.57 0.00
H 0.29 -0.98 -1.12 0.01
H -0.43 -0.67 1.20 0.02
H -0.22 0.97 1.12 0.05
H -2.08 0.76 -0.83 0.01
H -3.88 0.00 0.86 0.02
H -2.64 0.05 2.17 0.02
```

Values from the calculation:
E_tot in hartree: -270.147473
2S+1: 2
<S²>: 0.75
Net charge: +1
Kohn-Sham gap (spin up / spin down) in eV: 7.9 / 4.6

Formula: C5H8O2
Source: the OMol25 dataset
Level of theory: ωB97M-V/def2-TZVPD

The geometry in XYZ format:
```
15
Properties=species:S:1:pos:R:3:lowdin_charge:R:1
C 1.38 -1.58 -0.81 0.03
C 1.88 -0.39 -0.59 -0.04
C 0.76 -0.71 0.31 -0.19
C -0.93 1.24 0.68 -0.23
C -0.73 -0.12 0.00 -0.34
O -0.05 2.23 0.21 -0.08
O -1.68 -1.03 0.51 -0.03
H 1.30 -2.46 -1.35 0.07
H 2.58 0.45 -0.88 0.13
H 0.68 -0.84 1.37 0.12
H -1.86 1.56 0.30 0.10
H -0.99 1.16 1.69 0.10
H -1.08 0.09 -1.05 0.15
H 0.07 2.31 -0.79 0.13
H -1.32 -1.89 0.41 0.07
```

Values from the calculation:
E_tot in hartree: -345.644210
SMILES: OC[C@H](O)C1C=C1
Kohn-Sham gap in eV: 10.1